Molecular formula: S2
Method: DFT, ωB97M-V with the def2-TZVPD basis set

Values from the calculation:
Orbital gap ... 5.756 eV
Energy relative to the best compared isomer or geometry (same formula, charge and spin) ... 0.015 eV
Spin multiplicity ... 1
LUMO energy ... -0.0957 Eh
E_HOMO ... -8.4 eV
Electronic energy ... -796.320406 Eh
Charge ... 0

Last column: natural (NBO) charge in e.
CARTESIAN COORDINATES (ANGSTROEM)
S 0.000 0.000 0.957  0.000
S 0.000 0.000 -0.957  0.000

Molecular formula: S2
Method: DFT, ωB97M-V with the def2-TZVPD basis set

Values from the calculation:
Orbital gap (alpha / beta) ... 6.253 / 6.191 eV
Energy relative to the best compared isomer or geometry (same formula, charge and spin) ... 3.947 eV
Spin multiplicity ... 2
⟨S²⟩ ... 0.7549
LUMO energy (alpha / beta) ... -0.4125 / -0.4018 Eh
E_HOMO (alpha / beta) ... -17.5 / -17.1 eV
Electronic energy ... -795.860694 Eh
Charge ... +1

Last column: Mulliken spin population.
CARTESIAN COORDINATES (ANGSTROEM)
S 0.000 0.000 1.228  0.500
S 0.000 0.000 -1.228  0.500